1) The molecule C5H9N3O. Source: the Open Molecules 2025 dataset; level of theory: ωB97M-V/def2-TZVPD.

Structure (ORCA input):
```
! wB97M-V def2-TZVPD RIJCOSX def2/J DEFGRID3
* xyz 0 1
C -1.712 1.394 0.833
C -1.078 0.926 -0.451
O -1.354 1.371 -1.539
N 0.575 0.552 -0.210
N 1.713 1.306 -0.415
C 0.553 -0.749 -0.103
C 1.717 -1.659 -0.234
C -0.838 -1.134 -0.212
N -1.252 -2.255 0.222
H -1.257 2.351 1.104
H -1.558 0.701 1.657
H -2.779 1.531 0.669
H 1.485 2.092 -1.016
H 2.091 1.627 0.472
H 2.645 -1.168 0.055
H 1.501 -2.550 0.358
H 1.810 -1.985 -1.273
H -2.261 -2.350 0.082
*
```

Results
Kohn-Sham gap ... 7.35 eV
SMILES ... CC(=O)N(N)C(C)=C=N



2) The molecule C5H9N3O. Source: the Open Molecules 2025 dataset; level of theory: ωB97M-V/def2-TZVPD.

Structure (ORCA input):
```
! wB97M-V def2-TZVPD RIJCOSX def2/J DEFGRID3
* xyz 0 1
C 0.092 -2.167 -1.111
C -0.581 -1.038 -1.315
C 0.505 -2.462 0.274
C -0.730 -0.042 -0.173
C -0.111 3.343 0.122
N -0.501 1.151 -0.564
N 1.724 -2.119 0.593
N -1.113 -0.541 1.035
O -0.872 2.156 0.386
H 0.243 -2.798 -1.919
H -1.037 -0.800 -2.288
H -0.500 4.163 0.773
H -0.024 3.447 -0.928
H 0.931 3.203 0.596
H 2.369 -1.624 0.059
H 2.105 -2.375 1.495
H -1.349 0.034 1.742
H -1.151 -1.530 1.223
*
```

Results
Kohn-Sham gap ... 8.84 eV



3) A structure of composition C5H9N3O. Source: the Open Molecules 2025 dataset; level of theory: ωB97M-V/def2-TZVPD.

Structure (ORCA input):
```
! wB97M-V def2-TZVPD RIJCOSX def2/J DEFGRID3
* xyz 0 1
C -0.346 0.694 -0.027
C -1.174 0.320 1.167
C -1.754 -0.738 0.185
C -1.575 0.355 -0.920
C 0.355 -0.652 -0.165
H 0.610 2.126 -1.161
H 0.144 2.676 0.299
H -0.645 -0.072 2.048
H -1.898 1.100 1.407
H -2.711 -1.248 0.336
H -2.403 1.072 -0.859
H -1.498 0.050 -1.974
H 2.063 -1.745 -0.372
H 2.238 0.870 0.357
N 0.491 1.837 -0.173
N -0.571 -1.613 -0.032
N 1.652 -0.820 -0.493
O 2.507 -0.067 0.421
*
```

Results
Kohn-Sham gap ... 9.37 eV



4) The molecule C5H9N3O. Source: the Open Molecules 2025 dataset; level of theory: ωB97M-V/def2-TZVPD.

Structure (ORCA input):
```
! wB97M-V def2-TZVPD RIJCOSX def2/J DEFGRID3
* xyz 0 1
C 1.563 1.338 0.156
C 0.278 1.094 -0.589
O 0.163 1.262 -1.780
C -0.878 0.655 0.279
C -2.014 1.622 0.390
N -0.914 -0.420 0.978
N 0.012 -1.328 0.722
C 0.058 -2.097 -0.284
N 1.073 -3.011 -0.430
H 1.427 2.185 0.843
H 2.371 1.550 -0.551
H 1.829 0.480 0.745
H -1.680 2.511 0.929
H -2.841 1.190 0.935
H -2.364 1.937 -0.590
H -0.655 -2.046 -1.108
H 1.668 -3.118 0.385
H 0.903 -3.807 -1.031
*
```

Results
Kohn-Sham gap ... 9.49 eV
SMILES ... CC(=O)/C(C)=N\N=C\N



Tell me which of them is the most stable. Sure, it is 4).



1) The ion C4H7N4 with charge +1. Source: the Open Molecules 2025 dataset; level of theory: ωB97M-V/def2-TZVPD.

Structure (ORCA input):
```
! wB97M-V def2-TZVPD RIJCOSX def2/J DEFGRID3
* xyz 1 1
C -1.779 1.156 -0.434
C -1.756 -1.071 0.470
C 0.495 1.218 0.463
C 0.516 -1.266 -0.419
N -0.660 1.724 -0.024
N -0.705 -1.731 0.004
N -2.349 0.042 0.016
N 1.066 0.015 -0.087
H -2.331 1.784 -1.084
H -2.460 -1.767 0.862
H 1.205 1.980 0.532
H 0.276 1.074 1.567
H 1.028 -2.038 0.330
H 0.766 -1.675 -1.432
H 2.110 0.287 -0.233
*
```

Results
Kohn-Sham gap (spin up / spin down) ... 7.04 / 7.06 eV



2) A structure of composition C4H7N4. Source: the Open Molecules 2025 dataset; level of theory: ωB97M-V/def2-TZVPD.

Structure (ORCA input):
```
! wB97M-V def2-TZVPD RIJCOSX def2/J DEFGRID3
* xyz 1 1
C -0.395 0.316 0.363
C 0.754 1.239 0.501
C -0.315 -1.125 -0.571
C -0.311 2.104 1.156
N -1.267 0.940 0.990
N 1.953 1.205 0.265
N 0.678 -1.127 -1.419
N -1.132 -2.155 -0.219
H -0.411 2.559 2.168
H -0.545 2.898 0.498
H 2.508 1.855 0.670
H 1.370 -0.340 -1.344
H 0.907 -2.084 -1.815
H -1.906 -1.787 0.288
H -1.274 -2.987 -0.816
*
```

Results
Kohn-Sham gap ... 9.96 eV



Tell me which of them is the most stable. Sure, it is 2).



1) A cluster of 2 separate species, C5H12O3 in total. Source: the Open Molecules 2025 dataset; level of theory: ωB97M-V/def2-TZVPD.

Structure (ORCA input):
```
! wB97M-V def2-TZVPD RIJCOSX def2/J DEFGRID3
* xyz 0 1
O 2.811 2.690 -1.373
C 2.063 2.590 -0.470
C 0.481 2.460 -0.444
C -0.090 0.992 -0.763
C 0.049 -0.213 0.185
C 1.428 -0.902 0.359
O 2.125 -0.489 1.488
H 2.228 2.203 0.632
H -0.020 2.807 0.623
H -0.130 3.005 -1.079
H -1.135 1.012 -0.961
H 0.454 0.553 -1.629
H -0.578 -1.100 0.026
H -0.077 0.072 1.306
H 1.594 -2.019 0.412
H 1.998 -0.706 -0.622
H 1.542 -0.050 1.993
O -5.084 -3.985 -0.097
H -4.181 -4.304 -0.082
H -5.478 -4.616 0.496
*
```

Results
Kohn-Sham gap ... 10.42 eV
SMILES ... O=CCCCCO.O



2) A cluster of 3 separate species, C5H12O3 in total. Source: the Open Molecules 2025 dataset; level of theory: ωB97M-V/def2-TZVPD.

Structure (ORCA input):
```
! wB97M-V def2-TZVPD RIJCOSX def2/J DEFGRID3
* xyz 0 1
C -3.352 -0.710 -0.722
C -2.359 -0.692 0.162
C -1.326 0.352 0.051
C -0.294 0.490 0.942
C 0.591 1.684 1.004
O 1.903 1.235 0.795
H -3.517 -0.011 -1.528
H -4.090 -1.561 -0.810
H -2.093 -1.651 0.669
H -1.482 1.163 -0.602
H -0.162 -0.246 1.726
H 0.339 2.560 0.321
H 0.408 2.035 2.175
H 2.368 1.230 1.643
O 1.813 -0.103 -2.164
H 2.708 -0.364 -2.426
H 1.939 0.270 -1.276
O 1.425 -1.995 0.329
H 0.986 -1.177 0.424
H 1.901 -2.087 -0.619
*
```

Results
Kohn-Sham gap ... 9.35 eV
SMILES ... C=C/C=C/CO.O.O



3) A cluster of 3 separate species, C5H12O3 in total. Source: the Open Molecules 2025 dataset; level of theory: ωB97M-V/def2-TZVPD.

Structure (ORCA input):
```
! wB97M-V def2-TZVPD RIJCOSX def2/J DEFGRID3
* xyz 0 1
C 0.975 1.082 1.810
C -0.119 1.566 1.112
C -0.411 0.988 -0.223
O 0.438 1.486 -1.218
C -1.359 0.085 -0.436
C -1.506 -0.854 -1.759
H 1.522 0.087 1.557
H 1.268 1.668 2.751
H -0.561 2.506 1.143
H 0.063 1.448 -2.118
H -1.947 -0.188 0.368
H -2.356 -0.410 -2.288
H -0.706 -0.795 -2.392
H -1.670 -1.850 -1.482
O -0.803 -1.932 2.557
H 0.153 -1.702 2.806
H -0.862 -1.673 1.720
O 2.823 -0.817 -1.047
H 2.486 -0.764 -2.025
H 2.571 0.068 -0.837
*
```

Results
Kohn-Sham gap ... 9.57 eV
SMILES ... C=C/C(O)=C/C.O.O



4) The molecule C5H12O3. Source: the Open Molecules 2025 dataset; level of theory: ωB97M-V/def2-TZVPD.

Structure (ORCA input):
```
! wB97M-V def2-TZVPD RIJCOSX def2/J DEFGRID3
* xyz 0 1
C 0.482 2.085 -0.684
C -0.363 0.744 -0.655
O -0.141 0.088 -1.896
C 0.000 -0.139 0.549
C 1.447 -0.642 0.517
O -0.222 0.551 1.779
C -1.004 -1.425 0.562
O -1.546 -1.766 -0.716
H 1.222 2.175 0.113
H -0.209 2.927 -0.575
H 1.009 2.199 -1.636
H -1.417 1.039 -0.598
H -0.706 -0.717 -1.865
H 1.638 -1.304 1.370
H 2.162 0.180 0.619
H 1.669 -1.185 -0.406
H 0.487 1.205 1.903
H -0.469 -2.304 0.939
H -1.838 -1.239 1.248
H -2.201 -2.471 -0.567
*
```

Results
Kohn-Sham gap ... 10.29 eV
SMILES ... C[C@@H](O)[C@@](C)(O)CO



Tell me which of them is the most stable. Sure, it is 4).



1) A cluster of 2 separate species, C5H12O3 in total. Source: the Open Molecules 2025 dataset; level of theory: ωB97M-V/def2-TZVPD.

Structure (ORCA input):
```
! wB97M-V def2-TZVPD RIJCOSX def2/J DEFGRID3
* xyz 0 1
O -3.276 0.116 -0.544
C -2.842 -0.966 -0.235
C -1.461 -1.383 -0.628
C -0.463 -1.037 0.480
C 0.653 -0.087 0.045
C 0.143 1.322 -0.272
O 0.266 2.213 0.853
H -3.461 -1.621 0.402
H -1.258 -2.425 -0.894
H -1.185 -0.867 -1.554
H -0.896 -0.593 1.382
H -0.033 -1.964 0.845
H 1.361 -0.005 0.870
H 1.260 -0.439 -0.785
H 0.693 1.760 -1.110
H -0.923 1.356 -0.461
H 0.735 1.806 1.575
O 3.796 1.057 0.287
H 3.612 0.145 0.050
H 3.280 1.613 -0.304
*
```

Results
Kohn-Sham gap ... 10.65 eV
SMILES ... O=CCCCCO.O



2) A cluster of 2 separate species, C5H12O3 in total. Source: the Open Molecules 2025 dataset; level of theory: ωB97M-V/def2-TZVPD.

Structure (ORCA input):
```
! wB97M-V def2-TZVPD RIJCOSX def2/J DEFGRID3
* xyz 0 1
C -0.273 -0.616 -1.222
C -0.175 0.877 -1.072
C 0.458 1.355 -2.509
C 0.855 1.254 0.077
C 0.520 0.406 1.254
O -0.603 0.234 1.593
O 1.457 -0.249 2.026
H -0.873 -0.923 -2.135
H 0.682 -1.162 -1.500
H -0.769 -0.988 -0.349
H -1.181 1.311 -0.872
H 0.948 0.669 -3.090
H -0.403 1.789 -2.997
H 1.042 2.225 -2.318
H 0.879 2.408 0.436
H 1.844 1.238 -0.304
H 1.168 -0.619 2.754
O -1.830 -2.574 0.147
H -1.526 -3.044 0.877
H -2.315 -1.843 0.212
*
```

Results
Kohn-Sham gap ... 11.08 eV
SMILES ... CC(C)CC(=O)O.O



Tell me which of them is the most stable. Sure, it is 1).



1) A cluster of 9 separate species, C9H36N18O9 in total. Source: the Open Molecules 2025 dataset; level of theory: ωB97M-V/def2-TZVPD.

Structure (ORCA input):
```
! wB97M-V def2-TZVPD RIJCOSX def2/J DEFGRID3
* xyz 0 1
N 2.155 1.362 1.989
C 2.724 1.036 3.181
N 3.983 0.653 3.055
O 2.129 1.137 4.247
H 2.524 1.084 1.095
H 1.176 1.605 1.986
H 4.215 0.227 2.172
H 4.445 0.317 3.886
N -2.440 0.375 -4.930
C -2.728 1.314 -4.015
N -3.628 2.165 -4.524
O -2.291 1.459 -2.874
H -1.829 -0.421 -4.810
H -2.987 0.280 -5.769
H -3.832 2.311 -5.497
H -3.934 2.888 -3.891
N -2.856 0.992 3.343
C -4.130 0.732 3.691
N -4.936 1.799 3.419
O -4.541 -0.301 4.183
H -2.678 1.983 3.401
H -2.109 0.366 3.621
H -4.644 2.755 3.508
H -5.898 1.531 3.291
N 0.234 -3.530 -4.289
C 0.944 -3.946 -5.358
N 0.435 -5.128 -5.730
O 1.664 -3.263 -6.093
H -0.489 -3.974 -3.753
H 0.684 -2.749 -3.828
H -0.053 -5.512 -4.940
H 0.907 -5.669 -6.436
N -0.960 0.827 0.202
C -0.879 -0.476 -0.072
N -0.853 -0.745 -1.384
O -0.704 -1.272 0.827
H -0.842 1.205 1.127
H -0.941 1.519 -0.531
H -1.210 0.014 -1.951
H -1.055 -1.695 -1.651
N -0.357 -1.115 5.882
C -0.781 -1.326 4.618
N -0.207 -0.557 3.684
O -1.600 -2.181 4.333
H -0.757 -1.721 6.580
H -0.047 -0.201 6.169
H -0.260 -0.671 2.683
H 0.529 0.011 4.091
N 2.441 0.183 -4.856
C 1.129 -0.075 -5.043
N 0.608 0.559 -6.069
O 0.424 -0.677 -4.241
H 2.960 0.860 -5.384
H 2.749 -0.184 -3.967
H -0.391 0.435 -6.051
H 1.228 1.073 -6.668
N 0.857 3.426 5.133
C -0.166 3.630 4.324
N -0.744 4.873 4.481
O -0.563 2.790 3.534
H 1.259 4.263 5.522
H 1.406 2.577 5.061
H -0.510 5.580 5.153
H -1.577 4.934 3.918
N 4.359 -3.089 -0.004
C 3.648 -2.221 -0.762
N 2.377 -2.248 -0.407
O 4.061 -1.612 -1.738
H 5.287 -3.272 -0.347
H 3.882 -3.342 0.842
H 2.175 -2.347 0.575
H 1.806 -1.608 -0.943
*
```

Results
Kohn-Sham gap ... 8.78 eV
SMILES ... NC(N)=O.NC(N)=O.NC(N)=O.NC(N)=O.NC(N)=O.NC(N)=O.NC(N)=O.NC(N)=O.NC(N)=O



2) A cluster of 9 separate species, C9H36N18O9 in total. Source: the Open Molecules 2025 dataset; level of theory: ωB97M-V/def2-TZVPD.

Structure (ORCA input):
```
! wB97M-V def2-TZVPD RIJCOSX def2/J DEFGRID3
* xyz 0 1
N -1.071 -18.221 7.660
C -0.638 -18.708 6.465
N -0.420 -20.030 6.436
O -0.523 -17.953 5.502
H -1.425 -17.301 7.439
H -0.396 -18.323 8.404
H -0.540 -20.508 7.312
H 0.152 -20.394 5.693
N 0.495 -14.583 2.131
C 0.189 -14.717 3.437
N 0.538 -15.875 3.970
O -0.423 -13.846 4.090
H 0.451 -13.769 1.538
H 0.795 -15.422 1.653
H 0.985 -16.620 3.457
H 0.059 -16.128 4.820
N -3.639 -15.161 -1.063
C -2.615 -14.777 -0.218
N -2.812 -15.208 1.015
O -1.801 -13.907 -0.546
H -4.328 -15.827 -0.766
H -3.292 -15.210 -2.010
H -2.066 -15.071 1.682
H -3.500 -15.931 1.102
N -0.003 -11.522 -0.575
C 1.375 -11.538 -0.482
N 1.852 -10.804 -1.504
O 2.081 -12.284 0.197
H -0.602 -12.221 -0.167
H -0.291 -10.763 -1.155
H 1.370 -10.205 -2.144
H 2.852 -10.796 -1.642
N -1.256 -10.871 6.600
C -2.103 -11.871 6.923
N -1.483 -13.066 6.930
O -3.315 -11.677 7.028
H -1.717 -9.976 6.613
H -0.309 -11.043 6.320
H -2.047 -13.850 6.640
H -0.572 -13.076 6.501
N -2.247 -10.583 3.495
C -2.533 -11.098 2.299
N -2.016 -12.367 2.191
O -3.019 -10.476 1.362
H -1.552 -10.986 4.095
H -2.746 -9.743 3.736
H -1.628 -13.008 2.872
H -2.203 -12.690 1.253
N 1.990 -19.607 1.788
C 2.312 -18.275 1.702
N 3.632 -18.114 1.950
O 1.527 -17.322 1.704
H 2.738 -20.269 1.732
H 1.085 -19.841 1.409
H 3.994 -18.980 2.288
H 4.067 -17.202 1.831
N 4.999 -13.443 1.012
C 4.270 -14.254 1.827
N 3.220 -13.604 2.369
O 4.470 -15.464 1.897
H 4.602 -12.602 0.639
H 5.774 -14.015 0.713
H 2.444 -14.086 2.793
H 2.935 -12.782 1.860
N -0.768 -17.956 -2.491
C 0.350 -18.071 -1.754
N 0.738 -16.902 -1.204
O 0.968 -19.117 -1.602
H -1.162 -17.039 -2.597
H -0.992 -18.691 -3.138
H 0.221 -16.084 -1.474
H 1.491 -16.859 -0.540
*
```

Results
Kohn-Sham gap ... 9.37 eV
SMILES ... NC(N)=O.NC(N)=O.NC(N)=O.NC(N)=O.NC(N)=O.NC(N)=O.NC(N)=O.NC(N)=O.NC(N)=O



Tell me which of them is the most stable. Sure, it is 2).



1) A cluster of 2 separate species, C2H3BrClNO2 in total. Source: the Open Molecules 2025 dataset; level of theory: ωB97M-V/def2-TZVPD.

Structure (ORCA input):
```
! wB97M-V def2-TZVPD RIJCOSX def2/J DEFGRID3
* xyz 0 1
C -0.580 -0.409 -0.439
C 0.867 -0.302 -0.203
N 1.460 0.830 0.483
O 2.468 0.584 1.069
O 0.868 1.888 0.497
Cl 1.884 -1.639 -0.429
Br -4.017 0.484 0.674
H -1.078 0.262 0.053
H -1.062 -1.426 -0.244
H -0.810 -0.273 -1.461
*
```

Results
Kohn-Sham gap (spin up / spin down) ... 9.45 / 5.13 eV



2) The molecule C2H3BrClNO2. Source: the Open Molecules 2025 dataset; level of theory: ωB97M-V/def2-TZVPD.

Structure (ORCA input):
```
! wB97M-V def2-TZVPD RIJCOSX def2/J DEFGRID3
* xyz 0 1
C -0.057 -0.093 -0.082
O -1.532 -0.256 0.158
N -2.465 0.833 0.004
O -2.013 1.965 -0.024
C -3.761 0.510 0.099
Cl -4.798 1.805 0.017
Br -4.415 -1.285 0.005
H 0.229 0.830 -0.579
H 0.297 -1.099 -0.496
H 0.601 0.060 0.881
*
```

Results
Kohn-Sham gap ... 9.17 eV
SMILES ... CO/[N+]([O-])=C(/Cl)Br



Tell me which of them is the most stable. Sure, it is 2).



1) The molecule C2H3BrClNO2. Source: the Open Molecules 2025 dataset; level of theory: ωB97M-V/def2-TZVPD.

Structure (ORCA input):
```
! wB97M-V def2-TZVPD RIJCOSX def2/J DEFGRID3
* xyz 0 1
O -1.639 -1.187 0.774
N -1.463 -0.126 0.222
O -2.158 0.210 -0.724
C -0.172 0.572 0.500
Cl -0.035 2.187 0.046
C 0.991 -0.516 -0.514
Br 2.651 0.213 0.081
H 0.170 0.376 1.428
H 0.951 -1.462 -0.223
H 0.703 -0.268 -1.590
*
```

Results
Kohn-Sham gap ... 10.14 eV
SMILES ... O=[N+]([O-])[C@H](Cl)CBr



2) A structure of composition C2H3BrClNO2. Source: the Open Molecules 2025 dataset; level of theory: ωB97M-V/def2-TZVPD.

Structure (ORCA input):
```
! wB97M-V def2-TZVPD RIJCOSX def2/J DEFGRID3
* xyz 0 1
C 1.011 0.548 -0.287
C -0.199 -0.247 -0.353
N -0.704 -0.855 0.910
O -1.427 -1.816 0.829
O -0.170 -0.403 1.885
Cl -0.562 -1.108 -1.713
Br -1.978 1.679 -0.353
H 1.134 0.982 -1.197
H 1.977 -0.083 -0.142
H 0.917 1.302 0.421
*
```

Results
Kohn-Sham gap ... 7.47 eV



Tell me which of them is the most stable. Sure, it is 1).